(1)
Here is a cluster of 13 separate species, C50H88Br3N13PS2 in total from the OMol25 dataset. Energies are from ωB97M-V with the def2-TZVPD basis set.

The geometry in XYZ format:
```
157
C50H88Br3N13PS2 | the OMol25 dataset | ωB97M-V with the def2-TZVPD basis set
H -3.111 0.550 1.411
H 4.171 1.743 2.568
S 1.240 -2.958 -0.270
C -1.555 -0.869 -1.729
C 3.825 -2.905 -2.030
N 2.959 -1.545 9.599
C -2.905 -1.601 0.482
H 0.915 5.415 1.147
C -3.569 -4.589 -6.829
H 1.518 3.622 -3.248
H 2.408 -1.545 7.050
Br 3.709 5.346 4.022
C 2.083 2.514 1.935
C 6.858 -0.785 0.429
H 5.757 -0.983 0.056
H -3.872 1.870 -12.831
H 1.714 -1.224 5.442
H 7.055 -2.083 -2.033
C -3.190 -7.111 9.881
C -8.982 2.142 -5.771
H -1.140 -1.962 -1.900
H -5.672 -5.507 7.901
H 0.999 2.136 1.707
H 5.569 -4.871 -1.091
N 4.446 0.649 5.623
C -3.830 1.182 -11.983
N -3.818 -7.155 -7.873
C 3.626 -0.295 5.788
H -4.538 -4.242 -6.459
C 6.494 -3.466 0.480
H -3.411 1.710 -7.993
H -3.219 -3.903 -7.606
H -5.001 -3.470 4.211
P 2.931 3.440 0.478
C 1.907 -2.031 -3.416
H 3.348 7.044 2.087
C -8.846 3.545 -5.200
H -1.958 0.880 -8.601
C 5.136 -2.880 -3.013
C -3.025 -0.199 -7.073
H 4.254 4.950 -2.124
H 5.214 -1.815 -3.548
H -0.717 -2.126 -4.138
H -5.244 -0.415 -4.812
H 7.906 -2.261 1.824
H -2.844 0.710 -11.955
C -6.230 0.057 -4.839
H -6.012 -2.005 4.276
H -8.129 3.544 -4.375
C 1.084 -0.674 -3.858
H 3.725 5.480 8.254
H 2.713 5.822 -2.997
C 7.580 -2.256 0.701
C 3.401 4.866 -2.922
H -3.623 -1.857 -1.669
H -7.275 -5.845 8.599
H -2.965 -0.867 2.667
H -7.003 -6.052 6.851
C 6.530 -4.170 -1.000
H -4.360 3.971 -1.481
H 3.774 5.797 0.021
N -3.419 -1.275 -6.545
H 1.519 5.001 -0.905
H 1.055 0.127 -2.998
H 1.592 -0.199 -4.827
C 2.639 -1.434 5.987
C -5.057 4.675 -1.943
H -2.883 -6.246 9.287
C -5.228 -2.569 4.788
H -1.235 0.998 -3.095
H 3.202 -3.878 -2.324
H 5.842 0.094 9.538
H -6.272 0.745 -5.688
C -6.478 0.815 -3.545
N -7.494 -2.802 7.298
N -4.284 2.568 -9.615
N 0.620 4.757 9.169
H 2.705 6.747 7.528
H 2.502 -2.394 -4.381
C 2.970 -0.092 1.641
C 3.007 5.904 2.189
C 4.843 0.481 9.319
N -3.665 6.859 -2.957
C -3.979 -1.714 4.924
H -1.935 1.657 -6.999
H 3.067 -2.368 5.616
C -3.052 -0.998 -1.069
H -2.852 -4.590 -6.004
H 7.286 -3.631 -3.082
H -5.588 -2.862 5.778
C 1.370 5.912 2.104
H -6.992 -0.716 -4.970
H -3.673 -0.006 -1.077
N -5.943 -7.459 9.698
N -9.095 0.979 -6.244
H 0.966 5.474 3.120
H 7.452 -4.926 -1.035
C 1.608 5.172 8.505
H 2.844 5.156 6.741
H 1.975 3.288 2.836
C -1.537 -0.131 -3.214
C -6.750 -5.447 7.726
C 2.094 -1.603 -0.937
C 2.428 3.621 -2.474
H -4.592 0.408 -12.113
H 4.618 1.297 10.011
H 6.015 0.967 1.630
Br 0.010 2.885 -0.957
H 4.029 2.563 0.049
C -3.705 -5.991 -7.400
N 2.852 -1.731 -2.272
H 4.064 -2.874 -0.881
H 7.068 -0.248 2.745
H 4.086 -0.389 1.340
H 5.052 -3.659 -3.902
H -2.676 -8.001 9.508
H 4.827 0.867 8.296
C -0.514 -0.970 -4.235
H -8.496 4.230 -5.977
C 2.799 5.672 7.704
C -3.453 -0.558 1.623
C 6.971 0.255 1.693
C -4.694 -7.301 9.781
C -2.551 1.097 -7.709
C -4.078 1.939 -10.688
H -0.826 -0.281 -1.020
C -7.156 -4.001 7.492
C 3.813 -0.626 9.472
C 3.066 1.317 2.474
H -4.617 -0.635 1.772
H 2.574 -0.991 2.305
C 3.766 5.094 0.984
H 7.892 0.975 1.467
H 5.443 -3.044 0.800
H 4.886 4.917 1.310
H -2.904 -6.946 10.924
H 6.760 -4.303 1.287
H -5.778 5.009 -1.192
H 1.147 -2.886 -3.167
H -0.673 -0.629 -5.351
H -2.653 -0.140 -3.604
H -3.514 -2.617 0.610
N -2.943 -1.004 5.037
C 1.770 3.836 -0.988
Br 3.392 1.891 -2.740
H -5.593 4.168 -2.750
H 8.557 -2.384 0.043
H 2.727 1.067 3.589
H -9.815 3.891 -4.830
C -4.296 5.869 -2.497
H 3.842 4.580 -3.984
S 1.992 -0.011 0.046
N -6.684 1.444 -2.472
C 6.573 -3.130 -2.267
H -1.784 -1.833 0.729
H 7.410 -0.259 -0.490
H 1.014 7.051 2.082
```

Output
Lowest unoccupied orbital energy = -3.2 eV
Total charge = +1
Gap between HOMO and LUMO = 7.569 eV
HOMO = -10.811 eV

(2)
Here is a structure of composition C33H43AsIrN7O6S3Sb from the OMol25 dataset. Energies are from ωB97M-V with the def2-TZVPD basis set.

The geometry in XYZ format:
```
95
C33H43AsIrN7O6S3Sb | the OMol25 dataset | ωB97M-V with the def2-TZVPD basis set
H -6.319 0.782 -1.025
N 3.818 -3.512 -3.090
C -3.076 1.580 -0.548
H -0.804 -3.552 1.141
C -0.976 -4.137 2.042
H 3.146 1.364 -6.687
H 1.907 0.232 5.468
H -0.301 2.984 -4.880
N 2.453 3.328 -8.008
C 3.050 -2.973 -2.422
C 2.370 -3.156 1.937
H 3.409 3.434 -4.653
N 0.145 -5.046 -2.248
C 0.509 -0.116 -4.386
C -2.922 1.223 0.771
C 0.841 -2.720 -1.466
C -0.166 3.775 -5.599
H -2.118 -4.903 4.348
C -1.401 -4.089 4.484
H -3.470 -3.261 2.841
H 1.737 -2.047 6.460
N 1.508 1.517 -2.806
N 1.988 4.452 -8.363
H -1.724 -3.501 5.337
C -0.793 5.956 -6.472
C -5.235 0.540 0.820
C 0.860 0.388 5.725
H 0.453 -1.687 7.606
C 2.361 2.574 -2.892
H 0.262 6.717 -8.189
H 0.226 -2.946 6.398
C 0.957 4.786 -7.536
H 4.132 -2.805 3.930
C -1.344 -3.256 3.218
H 2.935 0.018 3.173
C 0.794 3.733 -6.601
C -2.658 -2.541 2.945
C -1.376 -0.637 6.012
C 3.126 -2.496 4.220
H -0.431 -4.532 4.701
Sb 0.137 -1.443 3.394
C 1.360 1.036 -4.015
S -0.421 -1.794 -0.717
H -0.706 3.438 1.036
C 0.144 5.917 -7.477
H 1.033 -0.822 -5.029
H 0.428 1.111 5.032
O -1.320 1.037 -2.348
C 0.661 -1.967 6.571
H 1.441 0.809 -6.610
Ir 0.477 0.556 -0.890
C -4.286 1.416 -1.197
C 2.373 -2.058 2.981
H -6.079 0.145 1.371
H -1.796 -4.829 1.835
H -1.429 -0.194 7.008
H -0.088 -4.726 2.255
H 2.398 -0.443 1.554
C 2.137 1.610 -6.327
H -2.900 -1.849 3.749
C 2.962 -0.775 2.425
H -2.584 -1.969 2.019
C 2.122 -2.244 -1.671
H 2.640 -3.342 4.699
H -4.347 1.720 -2.233
N 2.109 1.749 -4.900
H -1.679 4.982 -4.766
H -1.437 6.819 -6.384
H 3.997 -0.940 2.123
O 0.062 0.690 1.313
C 0.073 -0.909 5.650
H 2.056 -4.101 2.373
C -0.943 4.910 -5.550
H -1.803 0.068 5.303
H 0.812 0.802 6.734
H -1.967 -1.551 6.025
N 1.766 2.844 -6.960
O -2.299 3.255 -2.385
C -5.373 0.899 -0.513
C 2.752 2.731 -4.184
C 0.483 -4.003 -1.896
H 0.201 -0.617 -3.471
As -1.298 1.493 1.823
H -3.881 0.440 2.495
O -0.671 2.679 -0.675
C -4.015 0.702 1.454
O -1.012 3.214 1.922
S 2.688 -0.707 -1.110
H 3.368 -3.290 1.511
O -1.616 1.041 3.350
H 3.221 -1.680 4.934
H 2.625 3.140 -2.023
H -0.403 0.231 -4.870
H 1.700 -2.902 1.121
S -1.744 2.205 -1.562
```

Output
Lowest unoccupied orbital energy (alpha / beta) = 0.6 / 0.6 eV
Total charge = -1
Gap between HOMO and LUMO (alpha / beta) = 4.569 / 4.567 eV
HOMO (alpha / beta) = -3.979 / -3.979 eV

(3)
Here is an isolated molecule of C12H12N2S from the OMol25 dataset. Energies are from ωB97M-V with the def2-TZVPD basis set.

The geometry in XYZ format:
```
27
C12H12N2S | the OMol25 dataset | ωB97M-V with the def2-TZVPD basis set
H 0.622 2.115 1.083
C 0.017 -0.989 0.070
C 1.555 1.716 1.243
C 3.179 0.257 0.383
H -3.941 0.775 -1.085
H -2.907 2.230 -0.940
C -3.027 1.229 -0.587
H -3.300 -1.086 -0.040
H -2.186 -2.411 0.095
C -1.659 0.700 -0.515
H 1.516 -2.278 0.343
H 1.026 -0.603 -2.628
H -2.658 -1.789 1.513
C 0.497 -2.162 0.412
N 4.200 -0.258 0.474
C 0.939 0.155 -0.672
C -1.357 -0.532 -0.041
C 2.376 2.281 2.204
H -3.414 1.268 0.447
H -0.154 -2.895 1.030
S -0.221 1.485 -1.076
N 2.958 2.727 3.085
H 2.287 -1.337 -1.565
C 1.769 -0.333 -1.857
C 1.892 0.774 0.342
C -2.495 -1.437 0.457
H 2.487 0.399 -2.175
```

Output
Energy above the lowest of the compared OMol25 structures with the same formula, charge and spin = 84.2 kcal/mol
Lowest unoccupied orbital energy = -0.7 eV
Structure (SMILES) = C=C1C(C)=C(C)S[C@@]1(C)/C(C#N)=C/C#N
Gap between HOMO and LUMO = 7.471 eV
HOMO = -8.216 eV

(4)
Here is a cluster of 3 separate species, C3H12N2O in total from the OMol25 dataset. Energies are from ωB97M-V with the def2-TZVPD basis set.

The geometry in XYZ format:
```
18
C3H12N2O | the OMol25 dataset | ωB97M-V with the def2-TZVPD basis set
N -0.354 0.442 -2.950
C -0.174 0.282 -1.542
O -1.333 0.633 -0.816
H 0.604 0.938 -1.123
H 0.455 0.534 -3.541
H -1.189 0.100 -3.377
H 0.359 4.027 -2.370
H -1.052 -4.505 4.493
H 0.261 5.601 -2.759
C 0.686 -3.416 3.742
H 0.567 -5.279 4.570
N 0.374 4.964 -1.994
H -0.067 5.120 -1.111
H 0.348 -0.664 -1.304
C -0.016 -4.442 4.177
H -1.404 1.577 -0.925
H 1.670 -3.483 3.303
H 0.264 -2.428 3.528
```

Output
Energy above the lowest of the compared OMol25 structures with the same formula, charge and spin = 49.9 kcal/mol
Lowest unoccupied orbital energy = 0.7 eV
Structure (SMILES) = C=C.NCO.N
Gap between HOMO and LUMO = 9.787 eV
HOMO = -9.039 eV

(5)
Here is a structure of composition C35H26ClF9IrO7PS from the OMol25 dataset. Energies are from ωB97M-V with the def2-TZVPD basis set.

The geometry in XYZ format:
```
81
C35H26ClF9IrO7PS | the OMol25 dataset | ωB97M-V with the def2-TZVPD basis set
C 2.071 -2.241 -0.551
C 2.186 -1.390 0.542
C -3.775 1.323 -3.584
C -2.855 -2.498 -0.651
H -3.702 2.400 -3.511
C 4.115 1.354 -0.722
O 0.785 2.100 -4.536
H 3.582 -3.534 2.763
H -5.573 0.954 2.400
C 0.791 0.919 1.791
F 7.926 2.864 -0.222
C 0.226 0.142 2.719
C -3.274 -1.369 1.533
C 5.703 2.658 0.513
H -1.727 1.008 -3.049
H -5.976 -1.111 -4.416
H 0.543 -0.887 2.841
C -5.053 -0.649 -4.094
C -3.946 -1.440 -3.820
H -1.094 0.064 4.480
C -5.236 0.237 0.410
F -3.681 2.555 3.413
C 5.316 2.037 -0.669
C -4.522 -0.642 -0.390
O 1.048 0.214 -3.048
H -3.844 -0.496 3.404
C 2.474 -3.562 -0.442
H -3.441 -2.767 -1.528
H -0.637 -1.235 -3.440
F 7.479 3.542 1.781
Ir 0.361 0.832 -1.224
H -4.750 -0.716 -1.445
C 0.239 2.282 1.500
F 4.469 -5.609 1.668
F 3.635 -6.037 -0.280
C -2.750 -0.855 -3.412
H 3.835 0.844 -1.636
C -3.540 -1.450 0.169
O -0.909 -0.675 -0.681
C -2.596 2.314 4.159
O 1.334 2.369 -2.206
F 6.794 4.679 0.077
C -0.833 0.641 3.603
H -6.013 0.850 -0.028
C -4.987 0.299 1.772
F -2.932 1.487 5.142
C 6.998 3.442 0.542
C 3.700 1.920 1.598
P 1.795 0.350 0.404
Cl 1.585 1.611 -3.505
C -2.670 0.532 -3.315
H -5.830 1.346 -4.196
C 2.756 -1.846 1.734
H 5.959 2.078 -1.538
F 2.389 -6.159 1.481
C -1.132 2.548 2.087
O -0.425 2.168 0.171
H 5.231 3.072 2.564
C -4.970 0.730 -3.970
H -1.595 -2.693 -3.548
O 2.949 1.514 -3.774
H -2.665 -3.400 -0.071
H -4.012 -2.516 -3.944
S -1.210 -2.052 -1.342
H 3.081 1.871 2.487
C 3.300 1.307 0.409
C -4.006 -0.507 2.333
H -1.371 3.605 2.192
H -2.538 -2.033 1.978
H 2.910 -1.175 2.571
C 3.386 -5.476 0.904
O -1.727 2.016 0.844
C -1.492 1.754 3.301
H 1.700 -1.875 -1.497
C 3.145 -3.167 1.844
C 4.907 2.597 1.648
F -2.208 3.480 4.690
C -1.559 -1.698 -3.097
H 2.398 -4.230 -1.289
H 0.959 3.096 1.450
C 2.995 -4.021 0.757
```

Output
Lowest unoccupied orbital energy = -7.7 eV
Total charge = +2
Gap between HOMO and LUMO = 6.604 eV
HOMO = -14.260 eV

(6)
Here is an isolated molecule of C3H5I from the OMol25 dataset. Energies are from ωB97M-V with the def2-TZVPD basis set.

The geometry in XYZ format:
```
9
C3H5I | the OMol25 dataset | ωB97M-V with the def2-TZVPD basis set
C 1.226 0.232 0.798
H -0.624 -0.759 1.455
H 1.893 0.254 1.626
I -0.672 -1.225 -2.374
C -0.867 0.126 -0.679
H -1.865 0.043 -0.271
H -0.721 1.066 -1.167
C 0.002 -0.335 0.637
H 1.626 0.599 -0.025
```

Output
Energy above the lowest of the compared OMol25 structures with the same formula, charge and spin = 23.9 kcal/mol
Lowest unoccupied orbital energy = 0.4 eV
Structure (SMILES) = C=CCI
Gap between HOMO and LUMO = 9.746 eV
HOMO = -9.299 eV

(7)
Here is a cluster of 2 separate species, C3H5N3O in total from the OMol25 dataset. Energies are from ωB97M-V with the def2-TZVPD basis set.

The geometry in XYZ format:
```
12
C3H5N3O | the OMol25 dataset | ωB97M-V with the def2-TZVPD basis set
N -0.549 1.367 -0.716
C -0.547 -1.589 1.216
N -1.641 -0.867 0.938
H -1.434 -0.051 0.342
H -2.439 -1.414 0.640
C 0.722 1.489 -0.791
H -1.023 2.167 -1.133
H 1.227 2.355 -1.240
O 1.615 -0.601 -0.638
H 2.045 -1.247 -0.046
N 0.432 -2.164 1.474
C 1.593 0.555 -0.045
```

Output
Energy above the lowest of the compared OMol25 structures with the same formula, charge and spin = 97.8 kcal/mol
Lowest unoccupied orbital energy = 0.2 eV
Gap between HOMO and LUMO = 9.278 eV
HOMO = -9.091 eV

(8)
Here is a structure of composition C7H6N2S from the OMol25 dataset. Energies are from ωB97M-V with the def2-TZVPD basis set.

The geometry in XYZ format:
```
16
C7H6N2S | the OMol25 dataset | ωB97M-V with the def2-TZVPD basis set
S -1.341 -0.099 -1.585
H -1.303 -0.659 -3.683
H 3.094 0.903 0.295
C 1.236 0.414 -0.634
H -3.516 -0.833 -0.664
C 0.263 0.145 1.996
H 2.221 0.698 2.585
N -0.731 -0.750 -2.854
C -0.616 -0.129 0.908
H 1.588 0.515 -1.649
H -0.135 0.073 2.995
C 1.559 0.503 1.753
C -0.070 0.024 -0.399
C -2.453 -0.940 -0.606
C 2.063 0.628 0.448
N -1.859 -0.492 1.094
```

Output
Energy above the lowest of the compared OMol25 structures with the same formula, charge and spin = 106.2 kcal/mol
Lowest unoccupied orbital energy (alpha / beta) = -1.2 / -1.6 eV
Gap between HOMO and LUMO (alpha / beta) = 7.399 / 6.644 eV
HOMO (alpha / beta) = -8.581 / -8.253 eV

(9)
Here is an isolated molecule of C2H4Br2 from the OMol25 dataset. Energies are from ωB97M-V with the def2-TZVPD basis set.

The geometry in XYZ format:
```
8
C2H4Br2 | the OMol25 dataset | ωB97M-V with the def2-TZVPD basis set
Br -1.664 1.579 0.236
C -0.392 0.148 0.612
Br 1.645 -1.595 -0.196
C 0.409 -0.123 -0.627
H -0.247 -0.520 -1.397
H 0.219 0.516 1.431
H -0.976 -0.702 0.940
H 1.007 0.698 -0.998
```

Output
Energy above the lowest of the compared OMol25 structures with the same formula, charge and spin = 0.5 kcal/mol
Lowest unoccupied orbital energy = 0.6 eV
Structure (SMILES) = BrCCBr
Gap between HOMO and LUMO = 11.108 eV
HOMO = -10.465 eV

For each record above, in turn, the calculated strongest force on any atom values are 10.28, 3.99, 4.21, 2.08, 0.98, 4.78, 1.14, 6.03, 1.00 eV Å⁻¹.